[1]
# H14O7

7 unconnected molecules or ions with the total composition H14O7 (wB97M-V/def2-TZVPD, the Open Molecules 2025 dataset).

CARTESIAN COORDINATES (ANGSTROEM)
O  -0.25  0.63  0.22
H  -0.70  -0.05  -0.20
H  -0.37  0.53  1.17
O  -1.68  -1.74  2.22
H  -1.05  -1.09  2.46
H  -1.93  -1.39  1.34
O  1.85  -1.28  0.76
H  1.35  -1.56  1.55
H  2.79  -1.34  0.88
O  2.70  0.03  -1.41
H  2.00  -0.51  -1.01
H  2.28  0.33  -2.21
O  -5.60  1.12  -0.97
H  -4.92  0.45  -0.71
H  -5.38  1.20  -1.86
O  2.04  4.06  0.61
H  1.52  4.19  -0.15
H  1.91  4.84  1.15
O  0.83  -2.59  -1.22
H  1.22  -3.24  -0.60
H  1.40  -2.57  -1.99

Results
- LUMO level (eV) = 0.0
- gap between HOMO and LUMO (eV) = 10.81
- SMILES = O.O.O.O.O.O.O
- energy above the lowest of the compared OMol25 structures with the same formula, charge and spin (kcal per mole) = 65.4
- spin multiplicity = 1

Results of the natural (NBO) charge analysis, in e, for atoms 1 through 6: number 1, O, carries -0.92; number 2, H, carries 0.46; number 3, H, carries 0.46; number 4, O, carries -0.91; number 5, H, carries 0.45; number 6, H, carries 0.46

[2]
# H14O7

7 unconnected molecules or ions with the total composition H14O7 (wB97M-V/def2-TZVPD, the Open Molecules 2025 dataset).

CARTESIAN COORDINATES (ANGSTROEM)
O  -0.88  -0.44  -1.97
H  -1.38  0.16  -1.40
H  -0.21  -0.81  -1.37
O  -0.14  3.64  -0.05
H  -1.04  4.00  -0.05
H  -0.26  2.72  -0.32
O  1.76  -1.69  0.53
H  0.84  -1.52  0.28
H  1.74  -2.57  0.91
O  3.57  -1.93  0.44
H  3.66  -0.98  0.32
H  3.47  -2.27  -0.46
O  -4.22  -0.31  2.19
H  -4.28  -0.89  1.42
H  -5.04  0.20  2.16
O  4.32  1.45  0.33
H  4.34  2.32  0.74
H  3.38  1.26  0.25
O  -2.82  -0.85  -1.27
H  -3.39  -0.30  -0.72
H  -3.42  -1.17  -1.96

Results
- LUMO level (eV) = -0.1
- gap between HOMO and LUMO (eV) = 8.71
- SMILES = O.O.O.O.O.O.O
- energy above the lowest of the compared OMol25 structures with the same formula, charge and spin (kcal per mole) = 129.7
- spin multiplicity = 1

Results of the natural (NBO) charge analysis, in e, for atoms 1 through 6: number 1, O, carries -0.92; number 2, H, carries 0.47; number 3, H, carries 0.45; number 4, O, carries -0.93; number 5, H, carries 0.47; number 6, H, carries 0.47

[3]
# H14O7

7 unconnected molecules or ions with the total composition H14O7 (wB97M-V/def2-TZVPD, the Open Molecules 2025 dataset).

CARTESIAN COORDINATES (ANGSTROEM)
O  -3.20  1.57  1.02
H  -2.66  1.75  0.18
H  -2.94  2.39  1.60
O  1.17  -2.72  0.47
H  1.24  -2.86  1.47
H  0.66  -1.83  0.38
O  -0.36  -0.54  -0.26
H  -0.33  0.30  0.17
H  0.29  -0.53  -1.00
O  1.87  -0.44  -2.12
H  2.84  -0.50  -1.71
H  2.06  -1.19  -2.84
O  0.07  1.60  1.71
H  0.26  0.91  2.32
H  -0.33  2.19  2.31
O  -2.83  -2.22  -1.08
H  -1.90  -1.91  -1.14
H  -3.22  -2.34  -1.97
O  2.53  2.41  0.04
H  1.71  2.44  0.50
H  3.06  1.52  -0.06

Results
- LUMO level (eV) = 0.0
- gap between HOMO and LUMO (eV) = 10.63
- SMILES = O.O.O.O.O.O.O
- energy above the lowest of the compared OMol25 structures with the same formula, charge and spin (kcal per mole) = 65.0
- spin multiplicity = 1

Results of the natural (NBO) charge analysis, in e, for atoms 1 through 6: number 1, O, carries -0.93; number 2, H, carries 0.47; number 3, H, carries 0.46; number 4, O, carries -0.99; number 5, H, carries 0.46; number 6, H, carries 0.49

[4]
# H14O7

7 unconnected molecules or ions with the total composition H14O7 (wB97M-V/def2-TZVPD, the Open Molecules 2025 dataset).

CARTESIAN COORDINATES (ANGSTROEM)
O  -23.51  21.51  18.61
H  -22.72  21.51  19.17
H  -23.22  21.17  17.76
O  -22.23  24.71  18.09
H  -23.16  24.92  18.23
H  -21.79  24.92  18.92
O  -20.21  25.20  20.10
H  -20.62  26.03  20.35
H  -19.53  25.05  20.76
O  -21.23  22.26  20.26
H  -20.93  23.18  20.25
H  -21.58  22.12  21.15
O  -22.06  22.96  23.14
H  -22.76  23.42  22.66
H  -21.61  23.64  23.64
O  -22.90  20.57  24.45
H  -22.15  20.15  24.87
H  -22.53  21.31  23.95
O  -19.61  23.35  16.65
H  -20.35  23.50  17.25
H  -20.00  22.90  15.89

Results
- LUMO level (eV) = -0.4
- gap between HOMO and LUMO (eV) = 10.24
- SMILES = O.O.O.O.O.O.O
- energy above the lowest of the compared OMol25 structures with the same formula, charge and spin (kcal per mole) = 37.9
- spin multiplicity = 1

Results of the natural (NBO) charge analysis, in e, for atoms 1 through 6: number 1, O, carries -0.96; number 2, H, carries 0.49; number 3, H, carries 0.46; number 4, O, carries -0.95; number 5, H, carries 0.47; number 6, H, carries 0.47

[5]
# H14O7

7 unconnected molecules or ions with the total composition H14O7 (wB97M-V/def2-TZVPD, the Open Molecules 2025 dataset).

CARTESIAN COORDINATES (ANGSTROEM)
O  0.00  -0.27  -1.11
H  -0.61  0.48  -1.41
H  0.80  0.11  -0.75
O  4.32  -1.17  0.00
H  4.95  -1.87  0.22
H  4.69  -0.37  0.35
O  -0.57  4.04  -0.69
H  0.04  3.69  -0.10
H  -1.33  3.56  -0.29
O  -3.09  -0.47  -0.71
H  -2.14  -0.25  -0.44
H  -3.05  -0.45  -1.65
O  -2.11  0.19  2.30
H  -2.83  0.11  2.89
H  -1.56  -0.58  2.41
O  -1.67  -2.61  -0.48
H  -2.58  -2.55  -0.75
H  -1.61  -3.64  -0.46
O  2.51  0.58  0.55
H  3.43  0.94  0.59
H  2.41  0.52  -0.48

Results
- LUMO level (eV) = 0.2
- gap between HOMO and LUMO (eV) = 11.14
- SMILES = O.O.O.O.O.O.O
- energy above the lowest of the compared OMol25 structures with the same formula, charge and spin (kcal per mole) = 75.8
- spin multiplicity = 1

Results of the natural (NBO) charge analysis, in e, for atoms 1 through 6: number 1, O, carries -0.93; number 2, H, carries 0.47; number 3, H, carries 0.47; number 4, O, carries -0.93; number 5, H, carries 0.47; number 6, H, carries 0.45

[6]
# H14O7

7 unconnected molecules or ions with the total composition H14O7 (wB97M-V/def2-TZVPD, the Open Molecules 2025 dataset).

CARTESIAN COORDINATES (ANGSTROEM)
O  -0.26  -1.15  -1.60
H  -0.85  -0.45  -1.89
H  0.49  -0.68  -1.21
O  -1.35  1.80  0.17
H  -1.90  1.51  0.90
H  -1.45  1.11  -0.50
O  4.09  -1.00  -0.48
H  4.04  -0.45  -1.27
H  3.43  -1.68  -0.62
O  -4.61  -0.27  -0.63
H  -4.17  -0.36  0.22
H  -4.84  -1.18  -0.88
O  -0.90  -1.28  1.62
H  -1.67  -0.96  2.10
H  -0.26  -1.47  2.31
O  1.66  -0.81  0.51
H  1.91  -0.01  0.98
H  1.86  -1.53  1.12
O  1.57  2.98  0.11
H  1.51  2.19  -0.43
H  1.69  3.69  -0.53

Results
- LUMO level (eV) = 0.1
- gap between HOMO and LUMO (eV) = 10.84
- SMILES = O.O.O.O.O.O.O
- energy above the lowest of the compared OMol25 structures with the same formula, charge and spin (kcal per mole) = 59.3
- spin multiplicity = 1

Results of the natural (NBO) charge analysis, in e, for atoms 1 through 6: number 1, O, carries -0.94; number 2, H, carries 0.45; number 3, H, carries 0.48; number 4, O, carries -0.93; number 5, H, carries 0.46; number 6, H, carries 0.46

[7]
# H14O7

7 unconnected molecules or ions with the total composition H14O7 (wB97M-V/def2-TZVPD, the Open Molecules 2025 dataset).

CARTESIAN COORDINATES (ANGSTROEM)
O  3.03  0.26  0.24
H  3.49  0.95  0.68
H  2.17  0.63  -0.01
O  -0.85  -2.10  -0.51
H  -1.43  -1.68  0.10
H  -1.46  -2.54  -1.08
O  -2.85  -0.17  -1.10
H  -3.20  -0.55  -1.96
H  -2.00  0.09  -1.42
O  -0.98  0.06  1.62
H  -1.04  -0.23  2.48
H  -1.28  0.98  1.60
O  -1.58  2.62  1.27
H  -1.75  3.03  0.45
H  -0.93  3.20  1.80
O  3.56  -1.90  -1.02
H  3.44  -1.10  -0.45
H  2.71  -2.23  -1.14
O  0.47  0.54  -0.61
H  0.55  -0.27  -1.05
H  -0.08  0.42  0.13

Results
- LUMO level (eV) = 0.1
- gap between HOMO and LUMO (eV) = 9.97
- SMILES = O.O.O.O.O.O.O
- energy above the lowest of the compared OMol25 structures with the same formula, charge and spin (kcal per mole) = 40.3
- spin multiplicity = 1

Results of the natural (NBO) charge analysis, in e, for atoms 1 through 6: number 1, O, carries -0.97; number 2, H, carries 0.48; number 3, H, carries 0.50; number 4, O, carries -0.95; number 5, H, carries 0.49; number 6, H, carries 0.46

[8]
# H14O7

7 unconnected molecules or ions with the total composition H14O7 (wB97M-V/def2-TZVPD, the Open Molecules 2025 dataset).

CARTESIAN COORDINATES (ANGSTROEM)
O  0.66  -0.46  -1.41
H  1.27  -0.47  -0.66
H  -0.20  -0.31  -1.00
O  -1.65  -1.95  -0.12
H  -1.24  -2.80  0.07
H  -0.98  -1.31  0.14
O  1.53  2.00  1.77
H  1.85  2.53  2.52
H  2.23  1.35  1.63
O  4.76  -1.87  -0.07
H  4.22  -2.54  -0.51
H  4.14  -1.15  0.11
O  0.04  1.81  -0.02
H  -0.40  2.66  -0.17
H  0.73  1.79  -0.69
O  -1.56  2.02  -1.34
H  -2.33  2.56  -1.13
H  -1.91  1.33  -1.92
O  -3.78  -1.63  0.99
H  -4.37  -1.17  1.61
H  -2.99  -1.81  1.51

Results
- LUMO level (eV) = 0.0
- gap between HOMO and LUMO (eV) = 9.02
- SMILES = O.O.O.O.O.O.O
- energy above the lowest of the compared OMol25 structures with the same formula, charge and spin (kcal per mole) = 100.4
- spin multiplicity = 1

Results of the natural (NBO) charge analysis, in e, for atoms 1 through 6: number 1, O, carries -0.93; number 2, H, carries 0.46; number 3, H, carries 0.48; number 4, O, carries -0.92; number 5, H, carries 0.47; number 6, H, carries 0.46

[9]
# H14O7

7 unconnected molecules or ions with the total composition H14O7 (wB97M-V/def2-TZVPD, the Open Molecules 2025 dataset).

CARTESIAN COORDINATES (ANGSTROEM)
O  -24.73  -5.49  -6.83
H  -25.53  -4.95  -6.93
H  -24.00  -4.90  -7.13
O  -25.91  -7.22  -8.77
H  -25.83  -8.07  -8.31
H  -25.22  -6.66  -8.35
O  -25.33  -7.69  -4.48
H  -24.37  -7.64  -4.51
H  -25.63  -7.16  -5.23
O  -28.39  -4.54  -6.15
H  -28.17  -3.63  -6.37
H  -28.41  -4.57  -5.19
O  -20.75  -5.11  -7.59
H  -19.98  -5.09  -7.02
H  -21.37  -5.71  -7.15
O  -26.17  -2.87  -7.09
H  -25.24  -2.69  -7.28
H  -26.66  -2.32  -7.72
O  -23.01  -3.28  -7.64
H  -22.13  -3.69  -7.55
H  -23.11  -3.10  -8.58

Results
- LUMO level (eV) = 0.0
- gap between HOMO and LUMO (eV) = 10.68
- SMILES = O.O.O.O.O.O.O
- energy above the lowest of the compared OMol25 structures with the same formula, charge and spin (kcal per mole) = 32.1
- spin multiplicity = 1

Results of the natural (NBO) charge analysis, in e, for atoms 1 through 6: number 1, O, carries -1.00; number 2, H, carries 0.51; number 3, H, carries 0.49; number 4, O, carries -0.96; number 5, H, carries 0.46; number 6, H, carries 0.49

[10]
# H14O7

7 unconnected molecules or ions with the total composition H14O7 (wB97M-V/def2-TZVPD, the Open Molecules 2025 dataset).

CARTESIAN COORDINATES (ANGSTROEM)
O  0.29  2.90  -2.44
H  0.26  1.95  -2.28
H  -0.04  2.94  -3.36
O  1.43  -2.03  1.51
H  1.35  -2.69  2.18
H  1.44  -1.22  2.01
O  -1.03  -2.52  0.44
H  -0.16  -2.48  0.84
H  -1.44  -3.17  0.98
O  -1.43  0.12  2.02
H  -1.46  -0.76  2.44
H  -0.97  -0.04  1.20
O  -1.14  0.30  -2.30
H  -1.88  -0.01  -1.73
H  -1.46  -0.24  -3.04
O  1.60  2.66  0.84
H  1.70  1.77  0.48
H  1.01  2.56  1.58
O  0.60  0.30  -0.18
H  0.11  0.06  -1.01
H  1.24  -0.40  -0.17

Results
- LUMO level (eV) = 0.0
- gap between HOMO and LUMO (eV) = 10.30
- SMILES = O.O.O.O.O.O.O
- energy above the lowest of the compared OMol25 structures with the same formula, charge and spin (kcal per mole) = 43.5
- spin multiplicity = 1

Results of the natural (NBO) charge analysis, in e, for atoms 1 through 6: number 1, O, carries -0.93; number 2, H, carries 0.47; number 3, H, carries 0.45; number 4, O, carries -0.94; number 5, H, carries 0.48; number 6, H, carries 0.49

> Number 6 is which compound?

H14O7